1.
13
Properties=species:S:1:pos:R:3:forces:R:3:lowdin_charge:R:1 method="wB97M-V/def2-TZVPD" energy_ev=-8363.1445 charge=0 gap_ev=9.9
O 0.741161 -0.204601 0.970637 0.037 0.012 0.257 -0.002
C 0.139341 0.970880 0.389820 -0.103 0.249 0.042 -0.301
C 0.266865 0.346649 -1.021388 0.001 -0.049 -0.098 -0.024
C 0.785460 -0.847590 -0.249289 0.169 -0.413 -0.156 -0.358
C 1.192715 -2.099954 -0.385756 -0.097 0.191 0.059 0.066
C -1.224618 1.188835 0.870246 -0.463 0.218 0.117 -0.062
C -2.354986 1.383017 1.234972 0.437 -0.033 -0.139 0.134
H 1.514485 -2.573466 0.536819 -0.032 -0.191 -0.211 0.067
H 0.774857 1.840087 0.592059 -0.215 -0.056 -0.132 0.150
H 1.016067 0.840338 -1.646877 -0.143 -0.151 0.077 0.119
H -0.667082 0.212571 -1.572693 0.189 0.016 0.136 0.121
H 1.196428 -2.658467 -1.314162 0.032 0.278 0.100 0.058
H -3.353610 1.569885 1.565468 0.186 -0.071 -0.054 0.031

2.
12
Properties=species:S:1:pos:R:3:forces:R:3:lowdin_charge:R:1 method="wB97M-V/def2-TZVPD" energy_ev=-9809.6490 charge=0 gap_ev=10.2
O 1.477339 -2.531369 1.249077 -0.551 0.536 -0.151 0.161
C 0.639058 -1.750975 0.998340 0.068 -0.166 0.024 -0.317
N -0.309357 -1.063607 0.699933 0.460 -0.410 0.105 0.114
C -0.635439 0.337145 0.719728 -0.009 0.171 0.017 -0.189
C 0.307867 1.172050 -0.111324 -0.276 0.082 0.010 -0.295
O 1.719044 1.031213 0.199507 0.111 -0.160 -0.291 0.015
C 1.383857 0.558165 -0.959280 0.042 0.174 0.402 0.076
H -0.950021 -0.725027 -2.011430 -0.047 0.004 -0.075 0.019
H -0.660483 0.702830 1.754656 0.012 -0.041 -0.138 0.127
H -1.641804 0.459007 0.307495 0.150 -0.017 0.042 0.114
H 0.011445 2.201571 -0.298399 0.036 -0.143 0.015 0.129
H -1.341508 -0.391003 -2.548303 0.005 -0.030 0.041 0.047

3.
84
Properties=species:S:1:pos:R:3:forces:R:3:lowdin_charge:R:1 method="wB97M-V/def2-TZVPD" smiles="C[N+](=O)[O-].C[N+](=O)[O-].C[N+](=O)[O-].C[N+](=O)[O-].C[N+](=O)[O-].C[N+](=O)[O-].C[N+](=O)[O-].C[N+](=O)[O-].C[N+](=O)[O-].C[N+](=O)[O-].C[N+](=O)[O-].C[N+](=O)[O-]" energy_ev=-80013.3611 charge=0 gap_ev=9.7
C -1.300506 -4.145503 -2.549817 0.023 -1.492 0.419 0.037
N -1.697448 -2.725511 -2.457536 1.474 -0.505 0.789 -0.434
O -2.481150 -2.424783 -1.605145 -1.102 0.223 0.317 0.083
O -1.071635 -1.938327 -3.131312 0.127 0.485 -0.857 0.050
H -2.059092 -4.710597 -3.087005 0.092 0.250 -0.350 0.107
H -1.252694 -4.614164 -1.567786 -0.405 0.606 0.263 0.073
H -0.291050 -4.278426 -2.922851 -0.194 0.477 -0.620 0.084
C -3.049590 -5.382787 2.485622 1.753 -1.248 -0.191 0.053
N -2.840631 -4.600912 1.247591 -1.552 0.998 -0.052 -0.431
O -2.214957 -3.561921 1.350265 0.432 -0.140 0.008 0.043
O -3.436722 -4.944459 0.250284 0.360 -0.351 -0.176 0.077
H -3.096865 -6.434323 2.209110 -0.546 0.096 -0.176 0.099
H -3.921885 -5.067345 3.043355 0.097 0.330 -0.090 0.109
H -2.078962 -5.293335 2.971233 -0.458 0.360 0.742 0.074
C 1.583349 2.117203 -2.368205 -1.492 -0.288 0.311 0.013
N 2.831465 2.810792 -2.726937 -0.240 -0.851 0.245 -0.439
O 2.904452 3.238084 -3.852763 0.135 0.412 -0.398 0.076
O 3.682052 2.880638 -1.872399 0.349 0.158 0.121 0.077
H 1.158925 1.551400 -3.190765 0.443 0.208 -0.359 0.074
H 0.859362 2.878865 -2.081417 0.207 0.184 0.057 0.071
H 1.686790 1.424992 -1.539279 0.549 0.247 0.091 0.071
C -0.986099 -1.762569 4.133491 0.514 -0.515 0.414 0.062
N -0.017625 -2.827374 3.674046 0.166 0.431 0.221 -0.404
O -0.292600 -3.993138 3.891224 -0.154 0.225 -0.046 0.045
O 1.006226 -2.459848 3.138458 -0.159 0.165 -0.077 0.055
H -1.653819 -1.567750 3.301128 -0.204 -0.148 0.138 0.088
H -0.441761 -0.863966 4.405083 0.235 -0.084 -0.309 0.091
H -1.422932 -2.188087 5.031778 -0.520 0.054 -0.265 0.099
C -3.693000 3.350800 1.209739 -0.236 0.666 0.400 0.089
N -3.398510 4.659977 1.880921 -0.601 -0.512 0.311 -0.386
O -2.226949 4.997842 1.869046 -1.928 1.374 3.170 0.033
O -4.301398 5.257137 2.412082 0.170 0.118 -0.180 0.113
H -3.008108 3.318373 0.371951 -0.239 -0.522 -0.124 0.061
H -4.747702 3.364118 0.956787 0.108 -0.075 -0.207 0.106
H -3.496216 2.601169 1.972096 0.176 -0.147 -0.198 0.112
C -2.045878 3.274918 -4.059133 0.203 0.389 0.331 0.063
N -2.831412 2.906763 -2.845127 -0.323 0.976 0.464 -0.447
O -2.571836 1.903062 -2.231737 0.444 -0.522 -0.161 0.060
O -3.718415 3.680318 -2.522938 0.001 0.035 -0.109 0.049
H -2.452650 2.633727 -4.834217 0.398 0.102 -0.266 0.107
H -0.980828 3.181004 -3.860723 -0.090 -0.774 -0.025 0.086
H -2.178715 4.338491 -4.232167 -0.574 -0.143 -0.197 0.098
C 2.288727 -4.431527 1.557688 0.060 -0.991 1.266 0.026
N 1.900194 -3.712798 0.330750 -0.367 -0.643 -0.080 -0.406
O 2.672156 -2.942420 -0.185428 0.107 0.184 0.139 0.070
O 0.829144 -4.048968 -0.157386 0.132 0.339 0.067 0.046
H 2.767945 -3.866088 2.349584 0.345 0.651 -0.732 0.092
H 2.927602 -5.264716 1.268470 0.031 0.131 -0.258 0.109
H 1.409311 -4.823638 2.059769 -0.238 -0.041 -0.515 0.077
C 1.992178 -2.521936 -4.480376 -0.598 -1.284 -1.291 0.034
N 1.977164 -1.133773 -4.019615 0.050 0.223 0.861 -0.418
O 1.949188 -0.951798 -2.814034 0.091 -0.172 0.018 0.034
O 1.932685 -0.246313 -4.835796 0.064 -0.101 -0.397 0.095
H 2.114963 -3.272976 -3.709063 0.133 0.534 0.456 0.094
H 2.696300 -2.708906 -5.288576 0.351 0.572 0.207 0.104
H 1.025379 -2.685411 -4.960236 -0.133 0.151 0.223 0.099
C -0.855529 4.451691 -0.063901 1.214 0.644 -1.201 0.021
N 0.539303 4.847615 0.355612 -0.505 -1.192 -0.661 -0.407
O 1.422201 4.777449 -0.479319 0.059 0.151 0.073 0.056
O 0.681615 5.186383 1.502096 0.312 0.454 0.320 0.071
H -0.897473 3.461095 -0.504139 0.524 0.183 -0.354 0.051
H -1.099060 5.272042 -0.739415 -0.285 -0.335 -0.398 0.115
H -1.486253 4.534095 0.816769 1.157 -0.600 -1.321 -0.044
C -0.051303 -0.782907 -0.061685 -1.085 0.385 -2.141 0.056
N -0.482082 0.406171 0.735568 1.443 -0.951 0.414 -0.384
O -0.256932 0.300775 1.930129 -0.436 0.512 0.146 0.044
O -0.982273 1.360039 0.189648 -0.031 -0.111 0.126 0.065
H -0.461520 -1.675242 0.396401 0.180 -0.008 0.128 0.080
H 0.990947 -0.859759 -0.370280 0.339 0.353 1.137 0.074
H -0.495336 -0.598020 -1.044578 -0.436 -0.360 0.173 0.081
C 0.455008 2.911304 3.493531 -1.453 -0.015 -0.284 0.021
N 1.042494 3.782687 4.546118 1.795 -0.808 -0.571 -0.430
O 1.932613 4.525675 4.169473 -0.715 0.147 0.227 0.069
O 0.781337 3.545133 5.704885 -0.619 0.269 0.237 0.059
H -0.118101 3.516104 2.790359 0.450 0.243 0.064 0.064
H -0.278067 2.235752 3.924528 0.360 -0.109 0.376 0.081
H 1.236143 2.373618 2.969382 0.191 0.151 0.167 0.098
C 3.849586 -0.210446 -0.000519 -0.498 -1.119 1.030 0.016
N 5.331456 -0.267207 0.050690 -0.221 1.733 -0.575 -0.440
O 5.936892 -0.450770 -0.983299 0.067 -0.624 0.100 0.074
O 5.819695 0.100914 1.098716 0.268 -0.591 0.205 0.063
H 3.560192 0.776245 0.346924 0.044 0.206 -0.557 0.103
H 3.506368 -0.898635 0.773259 0.110 0.042 0.070 0.080
H 3.442161 -0.595111 -0.928762 0.299 0.543 -0.276 0.061

4.
13
Properties=species:S:1:pos:R:3:forces:R:3:lowdin_charge:R:1 method="wB97M-V/def2-TZVPD" energy_ev=-6784.3379 charge=0 gap_ev=7.9
C 0.046446 -0.067678 -1.431023 -0.209 -0.069 -0.189 -0.124
C 1.010852 0.617348 0.730897 0.180 0.047 0.560 0.020
C -0.382964 0.734138 1.125694 0.229 0.134 0.072 -0.229
C -0.863031 -0.061947 -0.158103 0.016 -0.138 -0.336 -0.209
C 1.587636 -0.640120 1.020813 0.575 -0.610 0.309 -0.294
N 2.183753 -1.624193 1.215328 -0.487 0.768 -0.126 0.169
H 0.104396 0.929737 -1.874894 -0.085 -0.157 0.054 0.082
H 1.076824 -0.431621 -1.351120 -0.379 0.016 0.226 0.063
H -0.455282 -0.743685 -2.121654 -0.028 0.091 -0.230 0.076
H -0.759750 1.760770 1.130814 0.124 -0.195 -0.125 0.102
H -0.683311 0.209174 2.041149 -0.068 -0.012 -0.289 0.117
H -1.790781 0.403900 -0.492504 -0.022 -0.061 0.209 0.111
H -1.074789 -1.085822 0.164603 0.155 0.185 -0.133 0.115

5.
18
Properties=species:S:1:pos:R:3:forces:R:3:lowdin_charge:R:1 method="wB97M-V/def2-TZVPD" energy_ev=-6861.3445 charge=+1 gap_ev=10.7
C -0.625623 -1.868882 0.513501 -0.587 1.365 0.593 -0.036
C 0.308934 -1.332525 -0.535488 0.000 -0.947 -1.222 -0.305
C 1.149817 -2.126153 -1.187757 0.185 1.034 -0.068 0.107
N 0.287730 0.128362 -0.969711 0.533 -1.076 0.209 0.239
H -0.711103 -2.954841 0.540895 0.496 0.115 -0.323 0.097
H -0.271360 -1.525200 1.497704 -0.198 -0.178 -0.138 0.097
H -1.660390 -1.510275 0.411037 0.278 0.114 -0.098 0.091
H 1.898617 -1.798188 -1.917718 -0.438 -0.080 0.191 0.093
H 1.116447 -3.162837 -0.939129 0.206 -0.515 0.060 0.083
H 0.300279 0.743906 -0.174991 -0.009 0.733 1.104 0.084
H -0.518556 0.447591 -1.510365 -0.086 -0.507 -0.213 0.176
H 1.153676 0.314971 -1.488526 -0.328 -0.061 -0.105 0.170
C -1.002748 2.067580 1.177811 0.798 0.212 0.486 -0.103
C -0.037040 2.998740 1.013093 -0.736 -0.779 0.015 -0.051
H -1.016168 1.524481 2.135094 -0.485 0.455 -0.362 0.065
H -1.788158 1.804060 0.445057 0.719 0.197 0.241 0.064
H 0.570535 3.345106 1.864233 -0.123 -0.475 -0.606 0.074
H 0.152030 3.440128 0.037725 -0.224 0.393 0.235 0.055

6.
13
Properties=species:S:1:pos:R:3:forces:R:3:lowdin_charge:R:1 method="wB97M-V/def2-TZVPD" smiles="N#C[C@@H]1CN1C(N)=O" energy_ev=-10745.3233 charge=0 gap_ev=10.9
N 0.106287 2.748035 0.047223 0.139 -0.512 -0.375 0.179
C -0.367310 1.702784 0.144871 -0.330 1.590 0.539 -0.178
C -1.157519 0.574374 0.521057 -0.772 -0.736 -0.476 -0.213
C -0.579103 -0.362023 1.520945 0.159 -0.430 3.941 -0.096
N -0.632834 -0.732136 0.184329 -1.226 -1.219 0.687 -0.010
C 0.503399 -1.068485 -0.467031 2.975 0.581 -1.544 -0.610
N 0.444121 -0.785625 -1.804631 2.788 -1.296 -0.028 0.161
O 1.537464 -1.496318 0.055538 -1.722 0.108 -0.287 0.048
H -2.266125 0.607220 0.464092 0.980 0.515 -0.178 0.160
H -1.315877 -0.897875 2.226866 1.230 0.938 -1.146 0.144
H 0.425813 -0.107429 2.030661 -1.645 -0.440 -1.200 0.162
H 1.383319 -1.001073 -2.278817 -2.529 0.823 0.597 0.161
H -0.346658 -0.322124 -2.194603 -0.047 0.078 -0.530 0.092

Which ΔE to the lowest compared entry with this formula, charge and spin belongs to each record? In order, 77.52, 107.60, 63.54, 96.27, 51.05, 52.84 kcal/mol.